Entry 1:
ORCA calculation (the ωB97M-V functional and the def2-TZVPD basis) on the ion C8H12ClO2 with charge -1 in a non-equilibrium geometry.

The energy above the lowest of the compared OMol25 structures with the same formula, charge and spin is 0.0000 eV. The energy is -25108.23244 eV. For the HOMO-LUMO gap, the calculation gives 0.2728 Ha. Its net charge is -1. The LUMO energy comes out at 3.4 eV. The value obtained for the HOMO energy is -0.1476 hartree.

CARTESIAN COORDINATES (ANGSTROEM)
C (-0.922, -1.328, -1.110)
C (-0.629, -0.621, 0.188)
C (0.239, -1.491, 1.011)
C (-0.253, 0.873, 0.245)
C (-0.387, 1.680, -0.978)
C (0.773, 1.445, 1.239)
C (-1.545, 0.365, 0.800)
Cl (-1.624, 0.503, 2.561)
C (-2.857, 0.751, 0.172)
O (-3.371, -0.033, -0.676)
O (-3.358, 1.870, 0.396)
H (-0.003, -1.483, -1.690)
H (-1.559, -0.819, -1.722)
H (-1.550, -2.311, -1.012)
H (0.438, -1.037, 1.971)
H (1.273, -1.482, 0.501)
H (-0.129, -2.455, 1.030)
H (0.567, 1.577, -1.579)
H (-0.299, 2.720, -0.856)
H (-1.316, 1.449, -1.583)
H (1.693, 1.556, 0.637)
H (0.927, 0.785, 1.976)
H (0.335, 2.470, 1.570)

Atoms 1-2, force components in eV/Å:
C -0.1 -2.2 0.5
C 0.7 -0.1 -0.3

In elementary charge units, the Löwdin charges are: number 1, C, carries -0.05; number 2, C, carries -0.44; number 3, C, carries -0.07; number 4, C, carries -0.45; number 5, C, carries -0.05; number 6, C, carries -0.06; number 7, C, carries -0.60; number 8, Cl, carries 0.72; number 9, C, carries -0.76; number 10, O, carries -0.07; number 11, O, carries -0.06; number 12, H, carries 0.08; number 13, H, carries 0.02; number 14, H, carries 0.13; number 15, H, carries 0.04; number 16, H, carries 0.12; number 17, H, carries 0.05; number 18, H, carries 0.10; number 19, H, carries 0.06; number 20, H, carries 0.12; number 21, H, carries 0.09; number 22, H, carries -0.02; number 23, H, carries 0.12

Entry 2:
ORCA calculation (the ωB97M-V functional and the def2-TZVPD basis) on a structure of composition C20H20BN4O5STb in a non-equilibrium geometry.

The energy above the lowest of the compared OMol25 structures with the same formula, charge and spin is 0.0000 eV. The energy is -71210.59821 eV. For the HOMO-LUMO gap (spin up / spin down), the calculation gives 0.2984 / 0.2986 Ha. Its net charge is 0. The LUMO energy (spin up / spin down) comes out at -0.2 / -0.1 eV. The value obtained for the HOMO energy (spin up / spin down) is -0.3041 / -0.3037 hartree. Its spin multiplicity is 7.

CARTESIAN COORDINATES (ANGSTROEM)
Tb (0.707, -0.247, -0.347)
O (3.753, -0.252, 1.267)
S (2.631, -1.120, 1.485)
O (2.151, -1.860, 0.301)
N (1.315, -0.365, 1.930)
C (1.282, 0.729, 2.775)
C (2.173, 1.003, 3.790)
C (1.997, 2.125, 4.616)
C (0.935, 2.968, 4.448)
C (0.002, 2.724, 3.417)
C (-1.114, 3.554, 3.172)
C (-1.964, 3.252, 2.147)
C (-1.691, 2.138, 1.337)
N (-0.661, 1.343, 1.518)
C (0.177, 1.612, 2.563)
C (3.075, -2.353, 2.680)
C (2.218, -3.424, 2.886)
C (2.550, -4.376, 3.833)
C (3.731, -4.252, 4.557)
C (4.586, -3.183, 4.332)
C (4.259, -2.223, 3.386)
H (3.018, 0.343, 3.938)
H (2.719, 2.319, 5.399)
H (0.797, 3.828, 5.092)
H (-1.273, 4.423, 3.799)
H (-2.831, 3.864, 1.941)
H (-2.335, 1.901, 0.499)
H (1.319, -3.504, 2.286)
H (1.896, -5.221, 4.005)
H (3.987, -5.000, 5.295)
H (5.509, -3.098, 4.889)
H (4.904, -1.380, 3.171)
N (-0.927, -2.023, 1.439)
C (-1.761, -3.084, 0.842)
C (-1.453, -3.243, -0.660)
C (-0.952, -1.908, -1.174)
O (-1.602, -0.878, -0.812)
O (0.123, -1.835, -1.808)
H (-0.582, -2.288, 2.350)
H (-1.469, -1.179, 1.562)
H (-2.823, -2.869, 0.970)
H (-1.553, -4.031, 1.339)
H (-2.346, -3.536, -1.213)
H (-0.670, -3.978, -0.841)
O (-0.317, 0.716, -2.436)
C (-1.138, 0.978, -1.691)
B (2.900, 0.635, -2.332)
C (2.218, 1.500, -1.215)
N (1.503, 1.937, -0.409)
H (2.446, 1.009, -3.380)
H (4.093, 0.705, -2.274)
H (2.506, -0.520, -2.066)

Atoms 1-2, force components in eV/Å:
Tb -0.8 -0.6 1.6
O 0.2 -0.2 0.2

In elementary charge units, the Löwdin charges are: number 1, Tb, carries 1.64; number 2, O, carries -0.26; number 3, S, carries 0.58; number 4, O, carries -0.41; number 5, N, carries -0.25; number 6, C, carries -0.26; number 7, C, carries -0.01; number 8, C, carries -0.07; number 9, C, carries -0.04; number 10, C, carries -0.15; number 11, C, carries 0.00; number 12, C, carries -0.04; number 13, C, carries -0.12; number 14, N, carries 0.06; number 15, C, carries -0.17; number 16, C, carries -0.27; number 17, C, carries -0.05; number 18, C, carries -0.07; number 19, C, carries -0.07; number 20, C, carries -0.06; number 21, C, carries -0.06; number 22, H, carries 0.10; number 23, H, carries 0.11; number 24, H, carries 0.11; number 25, H, carries 0.12; number 26, H, carries 0.11; number 27, H, carries 0.10; number 28, H, carries 0.10; number 29, H, carries 0.11; number 30, H, carries 0.11; number 31, H, carries 0.11; number 32, H, carries 0.12; number 33, N, carries -0.01; number 34, C, carries -0.22; number 35, C, carries -0.07; number 36, C, carries -0.69; number 37, O, carries -0.16; number 38, O, carries -0.07; number 39, H, carries 0.07; number 40, H, carries 0.06; number 41, H, carries 0.11; number 42, H, carries 0.11; number 43, H, carries 0.13; number 44, H, carries 0.12; number 45, O, carries 0.02; number 46, C, carries 0.00; number 47, B, carries -0.38; number 48, C, carries -0.30; number 49, N, carries 0.06; number 50, H, carries 0.03; number 51, H, carries 0.03; number 52, H, carries 0.03

Entry 3:
ORCA calculation (the ωB97M-V functional and the def2-TZVPD basis) on a structure of composition C12H29NO3SSi2 in a non-equilibrium geometry.

The energy is -47138.77380 eV. For the HOMO-LUMO gap, the calculation gives 0.3575 Ha. Its net charge is 0. The LUMO energy comes out at 0.7 eV. The value obtained for the HOMO energy is -0.3313 hartree.

CARTESIAN COORDINATES (ANGSTROEM)
C (2.878, -2.082, 1.626)
C (3.768, -1.821, 0.426)
O (3.226, -0.874, -0.463)
C (2.211, -1.430, -1.293)
Si (1.363, -0.014, -2.250)
C (2.041, 1.636, -1.669)
C (1.672, 1.876, -0.199)
C (1.970, 3.320, 0.250)
S (0.823, 3.936, 1.517)
O (-0.283, 0.032, -1.962)
Si (-1.187, -1.191, -2.669)
C (-2.345, -1.880, -1.355)
C (-3.147, -0.791, -0.610)
N (-2.770, -0.637, 0.792)
C (-1.405, -0.188, 0.986)
C (-0.938, -0.324, 2.448)
C (-3.709, 0.177, 1.502)
C (-3.880, 1.645, 1.174)
O (-4.340, -0.281, 2.362)
H (1.929, -2.516, 1.319)
H (3.348, -2.789, 2.301)
H (2.675, -1.169, 2.176)
H (3.988, -2.749, -0.108)
H (4.714, -1.459, 0.815)
H (1.479, -2.009, -0.723)
H (2.705, -2.127, -1.979)
H (1.693, -0.182, -3.682)
H (3.122, 1.703, -1.773)
H (1.571, 2.419, -2.262)
H (0.607, 1.712, -0.074)
H (2.213, 1.210, 0.463)
H (2.952, 3.334, 0.713)
H (2.013, 3.986, -0.604)
H (-0.333, 3.304, 1.243)
H (-1.963, -0.563, -3.759)
H (-0.340, -2.262, -3.241)
H (-3.032, -2.589, -1.811)
H (-1.770, -2.428, -0.613)
H (-3.142, 0.153, -1.173)
H (-4.185, -1.113, -0.614)
H (-1.240, 0.858, 0.694)
H (-0.702, -0.757, 0.399)
H (-0.639, -1.357, 2.582)
H (-0.069, 0.311, 2.574)
H (-1.729, -0.113, 3.158)
H (-4.395, 2.102, 2.005)
H (-2.930, 2.163, 1.074)
H (-4.487, 1.817, 0.290)

Atoms 1-2, force components in eV/Å:
C -0.3 -0.2 -0.3
C 0.1 -0.3 0.5

In elementary charge units, the Löwdin charges are: number 1, C, carries -0.07; number 2, C, carries -0.28; number 3, O, carries -0.22; number 4, C, carries -0.27; number 5, Si, carries 0.54; number 6, C, carries -0.25; number 7, C, carries -0.33; number 8, C, carries -0.56; number 9, S, carries 0.70; number 10, O, carries -0.39; number 11, Si, carries 0.54; number 12, C, carries -0.26; number 13, C, carries -0.24; number 14, N, carries -0.09; number 15, C, carries -0.25; number 16, C, carries -0.04; number 17, C, carries -0.52; number 18, C, carries 0.02; number 19, O, carries 0.16; number 20, H, carries 0.06; number 21, H, carries 0.08; number 22, H, carries 0.07; number 23, H, carries 0.12; number 24, H, carries 0.12; number 25, H, carries 0.07; number 26, H, carries 0.09; number 27, H, carries 0.01; number 28, H, carries 0.09; number 29, H, carries 0.08; number 30, H, carries 0.05; number 31, H, carries 0.10; number 32, H, carries 0.07; number 33, H, carries 0.06; number 34, H, carries -0.18; number 35, H, carries -0.02; number 36, H, carries -0.02; number 37, H, carries 0.07; number 38, H, carries 0.07; number 39, H, carries 0.11; number 40, H, carries 0.12; number 41, H, carries 0.09; number 42, H, carries 0.09; number 43, H, carries 0.07; number 44, H, carries 0.07; number 45, H, carries 0.07; number 46, H, carries 0.08; number 47, H, carries 0.07; number 48, H, carries 0.09

Entry 4:
ORCA calculation (the ωB97M-V functional and the def2-TZVPD basis) on the ion C4H4NOS with charge +1 in a non-equilibrium geometry.

The energy above the lowest of the compared OMol25 structures with the same formula, charge and spin is 0.9521 eV. The energy is -18573.93606 eV. For the HOMO-LUMO gap, the calculation gives 0.2952 Ha. Its net charge is +1. The LUMO energy comes out at -5.4 eV. The value obtained for the HOMO energy is -0.4939 hartree.

CARTESIAN COORDINATES (ANGSTROEM)
C (1.978, 0.595, -1.504)
N (0.898, 0.291, -0.950)
C (-0.193, 0.524, -0.340)
O (-1.444, 0.567, -0.562)
C (-0.883, 0.265, 0.912)
C (-1.486, -1.128, 1.257)
S (-0.556, -2.437, 1.105)
H (2.563, -0.288, -1.649)
H (2.472, 1.539, -1.672)
H (-0.975, 1.160, 1.530)
H (-2.375, -1.087, 1.874)

Atoms 1-2, force components in eV/Å:
C 0.5 -1.3 0.8
N -0.7 1.4 -0.2

In elementary charge units, the Löwdin charges are: number 1, C, carries 0.19; number 2, N, carries 0.20; number 3, C, carries -0.31; number 4, O, carries 0.20; number 5, C, carries -0.03; number 6, C, carries -0.55; number 7, S, carries 0.84; number 8, H, carries 0.12; number 9, H, carries 0.13; number 10, H, carries 0.16; number 11, H, carries 0.07

Entry 5:
ORCA calculation (the ωB97M-V functional and the def2-TZVPD basis) on an isolated molecule of C4H11N3OS in a non-equilibrium geometry.

The energy above the lowest of the compared OMol25 structures with the same formula, charge and spin is 4.5032 eV. The energy is -21673.97185 eV. For the HOMO-LUMO gap, the calculation gives 0.3372 Ha. Its net charge is 0. The LUMO energy comes out at 0.7 eV. The value obtained for the HOMO energy is -0.3120 hartree.

CARTESIAN COORDINATES (ANGSTROEM)
C (1.268, -1.616, -0.637)
N (0.463, -0.422, -0.764)
C (-0.772, -0.480, -1.506)
C (-1.351, 0.929, -1.405)
C (-1.267, 1.290, 0.058)
S (0.313, 0.484, 0.615)
O (1.666, 1.780, 0.839)
N (0.290, -0.500, 1.813)
N (0.989, -0.206, 2.974)
H (1.170, -2.215, -1.543)
H (2.308, -1.315, -0.512)
H (0.965, -2.207, 0.233)
H (-1.467, -1.217, -1.076)
H (-0.566, -0.754, -2.544)
H (-0.726, 1.609, -1.984)
H (-2.372, 0.972, -1.783)
H (-1.191, 2.351, 0.264)
H (-2.047, 0.826, 0.661)
H (0.460, 0.435, 3.568)
H (1.867, 0.256, 2.727)

Atoms 1-2, force components in eV/Å:
C 0.4 -0.4 0.3
N -0.2 0.5 0.5

In elementary charge units, the Löwdin charges are: number 1, C, carries -0.09; number 2, N, carries -0.34; number 3, C, carries -0.23; number 4, C, carries -0.21; number 5, C, carries -0.22; number 6, S, carries 0.97; number 7, O, carries -0.50; number 8, N, carries -0.37; number 9, N, carries -0.09; number 10, H, carries 0.09; number 11, H, carries 0.09; number 12, H, carries 0.08; number 13, H, carries 0.13; number 14, H, carries 0.13; number 15, H, carries 0.12; number 16, H, carries 0.12; number 17, H, carries 0.10; number 18, H, carries 0.10; number 19, H, carries 0.07; number 20, H, carries 0.05

Entry 6:
ORCA calculation (the ωB97M-V functional and the def2-TZVPD basis) on a cluster of 2 separate species, C5H10NO2 in total in a non-equilibrium geometry.

The energy above the lowest of the compared OMol25 structures with the same formula, charge and spin is 0.6098 eV. The energy is -10933.65481 eV. For the HOMO-LUMO gap, the calculation gives 0.3038 Ha. Its net charge is -1. The LUMO energy comes out at 4.1 eV. The value obtained for the HOMO energy is -0.1533 hartree.

CARTESIAN COORDINATES (ANGSTROEM)
N (-1.571, -2.097, 1.975)
C (-0.927, -1.331, 0.958)
O (-1.372, -0.147, 0.786)
O (0.009, -1.886, 0.331)
H (-2.528, -1.790, 2.188)
H (-1.410, -3.114, 1.870)
C (1.193, 1.670, -1.609)
C (0.867, 1.088, -0.422)
C (0.843, 1.821, 0.882)
C (1.066, 0.907, -2.919)
H (1.535, 2.708, -1.649)
H (0.493, 0.101, -0.429)
H (-0.192, 1.836, 1.266)
H (1.441, 1.277, 1.640)
H (1.237, 2.848, 0.796)
H (0.825, -0.161, -2.738)
H (1.997, 0.947, -3.517)
H (0.249, 1.362, -3.539)

Atoms 1-2, force components in eV/Å:
N -0.2 -0.8 0.2
C -0.3 1.2 -0.8

In elementary charge units, the Löwdin charges are: number 1, N, carries 0.06; number 2, C, carries -0.83; number 3, O, carries -0.13; number 4, O, carries -0.11; number 5, H, carries 0.06; number 6, H, carries 0.07; number 7, C, carries -0.19; number 8, C, carries -0.17; number 9, C, carries -0.12; number 10, C, carries -0.14; number 11, H, carries 0.08; number 12, H, carries 0.04; number 13, H, carries 0.06; number 14, H, carries 0.07; number 15, H, carries 0.06; number 16, H, carries 0.08; number 17, H, carries 0.05; number 18, H, carries 0.06